Density functional theory data (ωB97M-V/def2-TZVPD) for a molecular structure, C4H8INO2 in a non-equilibrium geometry.

Results
- E (hartree) = -659.98972
- charge = 0
- energy relative to the best compared isomer or geometry (same formula, charge and spin) (kcal per mole) = 110.8

Last column: Mulliken charge in e.
Positions of all 16 atoms, in Å:
C: 0.21017 -0.61054 -1.69120  -1.316
C: 0.29269 0.95780 1.91765  -1.237
C: -0.34727 -0.17395 -0.30550  -0.713
C: 0.49653 0.80073 0.38694  0.104
N: 2.17249 0.02198 0.53582  0.913
O: 3.01805 0.69439 1.00400  -0.542
O: 2.25969 -1.09988 0.15250  -0.625
I: 0.82590 2.67273 -0.47213  0.250
H: 0.41593 0.27704 -2.17586  0.334
H: 1.09429 -1.14939 -1.46817  0.351
H: -0.37346 -1.29411 -2.22954  0.442
H: 0.01043 -0.10463 2.12296  0.293
H: 1.24514 1.46679 2.21405  0.511
H: -0.63127 1.51155 2.14129  0.347
H: -1.28751 0.15647 -0.52744  0.515
H: -0.50537 -1.07021 0.23318  0.373